Entry from the OMol25 dataset: a cluster of 3 separate species, C3H9N2O2 in total (ωB97M-V/def2-TZVPD).

Properties
- charge = +1
- highest occupied orbital energy (eV) = -14.318
- multiplicity = 1
- orbital gap (eV) = 11.3

Element x y z (Å)
C 2.4401 0.6006 -0.2443
C 1.6799 0.4125 -1.3469
N 0.3773 0.3190 -0.9274
C 0.3233 0.4521 0.3872
N 1.5667 0.6636 0.8225
H 3.5091 0.6938 -0.1645
H 1.9796 0.3227 -2.3766
H -0.4520 0.2745 -1.5323
H -0.5769 0.3827 0.9668
H 1.8335 0.4493 1.7738
H -2.6923 -0.6077 3.6955
H -3.4640 -1.8321 3.1626
O -2.5870 -1.5221 3.4058
H -1.7229 -1.2387 -2.7805
H -2.8452 -0.3801 -2.2764
O -1.8915 -0.3367 -2.4487

***

Entry from the OMol25 dataset: a cluster of 2 separate species, C3H9N2O3 in total in a non-equilibrium geometry (ωB97M-V/def2-TZVPD).

Properties
- charge = -1
- highest occupied orbital energy (eV) = -4.062
- multiplicity = 1
- orbital gap (eV) = 7.7

Element x y z (Å)
O -2.1000 1.5546 -2.1577
C -1.4367 1.4771 -1.1275
N -1.4735 2.3804 -0.0955
C -0.4051 0.1318 -0.9299
N 0.0581 0.2166 0.4450
C 0.0136 -1.2480 1.1983
O 1.1127 -1.4801 1.8677
H -0.7886 2.3168 0.5245
H -2.3411 2.7033 0.0426
H 0.2654 0.1641 -1.7878
H -0.7773 -0.9104 -1.2390
H 0.9660 0.6666 0.5331
H -0.0873 -1.9557 0.2639
H -0.9064 -1.2485 1.8760
H 2.1779 -1.5666 1.0024
H 2.6933 -1.6084 -0.6418
O 3.0288 -1.5938 0.2256

***

Entry from the OMol25 dataset: a structure of composition C3H9N2S in a non-equilibrium geometry (ωB97M-V/def2-TZVPD).

Properties
- charge = -1
- highest occupied orbital energy (eV) = -3.541
- multiplicity = 1
- orbital gap (eV) = 5.8

Element x y z (Å)
C -0.0184 -0.2867 -0.5467
C 1.1229 0.6106 0.0156
S 1.8559 1.8487 -1.1898
N -1.0233 -0.3370 0.5711
C -1.9620 0.6134 0.3870
N -3.0628 0.7668 1.0695
H -0.6085 0.3545 -1.3421
H 0.3083 -1.3355 -0.8576
H 1.8704 0.2169 0.7380
H 0.5683 1.3441 0.6466
H -0.7140 1.0325 -1.7873
H 2.8006 -2.8613 0.4161
H -1.5569 1.5239 -0.1039
H -3.0723 -0.1753 1.6033
H 3.4918 -3.3154 0.3802

***

Entry from the OMol25 dataset: the ion C3H9N2S with charge -1 in a non-equilibrium geometry (ωB97M-V/def2-TZVPD).

Properties
- SMILES = NC[C@@H](N)C[S-]
- charge = -1
- highest occupied orbital energy (eV) = -2.686
- multiplicity = 1
- orbital gap (eV) = 6.8

Element x y z (Å)
N 2.3372 -0.2777 0.1574
C 0.9572 -0.2377 0.7806
C -0.0834 0.4214 -0.1202
N -0.0912 -0.1631 -1.5355
C -1.5762 0.1046 0.5286
S -2.9750 0.1087 -0.6289
H 2.6383 0.6293 -0.0122
H 2.0846 -0.8196 -0.7115
H 0.6121 -1.2401 0.9256
H 0.8942 0.2778 1.6904
H -0.2603 1.6100 -0.1987
H -0.7365 0.5080 -1.8860
H -0.7199 -1.0087 -1.5657
H -1.4565 0.8498 1.3915
H -1.6245 -0.7628 1.1845

***

Entry from the OMol25 dataset: a cluster of 2 separate species, C3H9N2S in total in a non-equilibrium geometry (ωB97M-V/def2-TZVPD).

Properties
- charge = +1
- highest occupied orbital energy (eV) = -12.998
- multiplicity = 1
- orbital gap (eV) = 9.1

Element x y z (Å)
C 0.2989 -0.7617 1.0723
C 0.9146 -1.9148 -1.1526
C -1.0120 0.9833 -0.0687
N 0.4602 -0.2616 2.3278
N -0.6110 2.1782 -0.2276
S 1.6771 -0.8141 0.0740
H -0.5666 -1.3792 0.7559
H 1.1617 -2.9862 -1.0742
H 1.3045 -1.3467 -2.0204
H -0.1946 -1.8099 -1.2103
H -2.1019 0.9877 -0.2925
H -0.4066 0.1604 2.7574
H 0.4569 2.3241 0.0255
H 1.4420 -0.1514 2.7309
H -0.9980 3.0777 -0.5128

***

Entry from the OMol25 dataset: a cluster of 2 separate species, C3H9N2S in total in a non-equilibrium geometry (ωB97M-V/def2-TZVPD).

Properties
- charge = +1
- highest occupied orbital energy (eV) = -12.942
- multiplicity = 1
- orbital gap (eV) = 9.3

Element x y z (Å)
C 0.2605 0.3636 0.5097
C 1.6158 0.9499 0.1297
C 0.8368 -0.4146 -1.5371
N 0.1255 -0.7203 -0.4664
N 1.6518 0.6193 -1.3139
S -3.1564 -0.9194 1.1805
H 0.2286 -0.0446 1.5264
H -0.4767 1.0015 0.2621
H 1.8350 2.0355 0.0861
H 2.3700 0.5305 0.7600
H 0.6748 -1.0452 -2.4291
H -0.4001 -1.5203 -0.1739
H 2.1878 0.9662 -2.1110
H -3.5919 0.0167 2.0528
H -4.1615 -1.8189 1.5241

***

Entry from the OMol25 dataset: the ion C3H9N3 with charge -1 (ωB97M-V/def2-TZVPD).

Properties
- <S²> = 0.75
- charge = -1
- highest occupied orbital energy (alpha / beta) (eV) = 1.278 / -5.094
- multiplicity = 2
- orbital gap (alpha / beta) (eV) = 3.1 / 9.3

Element x y z (Å)
C 1.6133 0.0368 1.0968
C 0.1847 0.6042 1.0987
N -0.8180 -0.3070 0.5403
C -1.1123 -0.2580 -0.8248
N -0.0524 -0.4835 -1.6368
N -2.3256 -0.0358 -1.1812
H 1.6151 -0.9505 0.6396
H 2.0132 -0.0522 2.1170
H 2.2723 0.6632 0.4970
H -0.1106 0.7598 2.1424
H 0.1241 1.5679 0.5977
H -1.7187 -0.2309 0.9977
H 0.8242 -0.8811 -1.3137
H -0.0457 -0.1993 -2.6049
H -2.4636 -0.2336 -2.1659

***

Entry from the OMol25 dataset: an isolated molecule of C3H9N3 in a non-equilibrium geometry (ωB97M-V/def2-TZVPD).

Properties
- SMILES = [H]/N=C(\N)NCC
- highest occupied orbital energy (eV) = -8.324
- multiplicity = 1
- orbital gap (eV) = 9.3

Element x y z (Å)
H -3.1426 0.1744 -0.6519
N -2.6195 0.1449 0.2114
C -1.4310 0.5941 0.1014
N -1.1599 1.6642 -0.7804
N -0.2644 -0.0018 0.5374
C 0.8901 -0.4213 -0.2604
C 1.9088 -1.0193 0.6958
H -0.2341 1.8589 -1.0966
H -1.9956 1.9308 -1.2659
H -0.3970 -0.6245 1.3202
H 1.3242 0.4747 -0.7060
H 0.6299 -1.1848 -1.0003
H 2.1460 -0.3206 1.4996
H 2.7759 -1.3600 0.1478
H 1.5692 -1.9096 1.2480

***

Computed total energy, in the same sequence as the records: -379.48229, -454.91914, -627.18270, -627.38262, -627.04343, -627.13700, -283.92462, -283.94093 hartree.
Computed energy relative to the best compared isomer or geometry (same formula, charge and spin), in the same sequence as the records: 0.613, 3.142, 7.016, 1.575, 3.446, 0.900, 0.026, 1.148 eV.